Density functional theory data (ωB97M-V with the def2-TZVPD basis set) for 2 unconnected molecules or ions with the total composition C2H4O4S2 at a distorted geometry.

Computed properties:
highest occupied orbital energy (spin up / spin down) = -0.388 / -0.386 hartree
energy above the lowest of the compared OMol25 structures with the same formula, charge and spin = 218.79 kcal per mole
E = -31990.4614 eV

```
12
Properties=species:S:1:pos:R:3:nbo_charge:R:1
C 0.8228 -0.3024 1.4155 -0.720
C -1.5278 -0.2296 -0.4617 -0.848
O 1.0465 1.9188 -0.1870 -0.895
O 3.1557 0.8178 0.2185 -0.818
O 1.0637 -0.5473 -0.9613 -0.853
O -0.2798 -2.3210 -0.0838 -0.885
S 1.7425 0.7342 0.2068 2.179
S -0.0415 -0.9324 0.1044 1.980
H -0.6965 1.2696 1.4661 0.071
H -1.7249 -0.7160 -1.4341 0.275
H -2.2234 -0.4868 0.2994 0.258
H -1.3373 0.7951 -0.5827 0.256
```